A structure of composition C33H32Cl3F3N3O2ReSi2. Source: the OMol25 dataset; level of theory: wB97M-V/def2-TZVPD.

Computed properties:
energy: -3928.983064 hartree
highest occupied orbital energy (spin up / spin down): -11.370 / -11.419 eV
⟨S²⟩: 3.774
LUMO energy (spin up / spin down): -3.65 / -4.51 eV
spin multiplicity: 4
ΔE to the lowest compared entry with this formula, charge and spin: 0.0000 eV
total charge: +1

CARTESIAN COORDINATES (ANGSTROEM)
Re (-0.71334, 0.16304, -0.59419)
C (-0.75428, -0.08064, 1.49292)
Si (0.92411, -0.60515, 2.14582)
C (2.04986, 0.19274, 0.85176)
N (1.52026, 0.16099, -0.55801)
C (1.98613, -1.08260, -1.28162)
C (3.23004, -0.89078, -2.14912)
C (4.24859, 0.03950, -1.50969)
C (3.61042, 1.41179, -1.24169)
C (2.08193, 1.36834, -1.26483)
C (1.11681, -2.44959, 2.26647)
C (0.06305, -3.24930, 2.71273)
C (0.21943, -4.61913, 2.86393)
C (1.43663, -5.21272, 2.56592)
C (2.50121, -4.43422, 2.13217)
C (2.34118, -3.06422, 1.99114)
C (1.32492, 0.18766, 3.78622)
C (1.38009, 1.57889, 3.92468)
C (1.64684, 2.16716, 5.15039)
C (1.85951, 1.36974, 6.26706)
C (1.80220, -0.01046, 6.15359)
C (1.53827, -0.59565, 4.92290)
H (-0.92453, 0.93104, 1.88981)
H (-1.53598, -0.73299, 1.88741)
H (3.07399, -0.17994, 0.86682)
H (2.10087, 1.24432, 1.14397)
H (1.16961, -1.44726, -1.90894)
H (2.14821, -1.84524, -0.52032)
H (2.94887, -0.49496, -3.12956)
H (3.65520, -1.87823, -2.33249)
H (5.11637, 0.14228, -2.15978)
H (4.61552, -0.40250, -0.58116)
H (3.91409, 2.13319, -2.00242)
H (3.95611, 1.81370, -0.28994)
H (1.71892, 1.34935, -2.29190)
H (1.66569, 2.25337, -0.79428)
H (-0.89729, -2.80529, 2.94537)
H (-0.60968, -5.22326, 3.20689)
H (1.55884, -6.28191, 2.67521)
H (3.45491, -4.89492, 1.91073)
H (3.18888, -2.47052, 1.66604)
H (1.19892, 2.22402, 3.07042)
H (1.68698, 3.24477, 5.23706)
H (2.06853, 1.82632, 7.22525)
H (1.96601, -0.63306, 7.02279)
H (1.50525, -1.67550, 4.84700)
C (-0.66567, 0.48879, -5.14886)
C (-0.26786, 0.35215, -3.81868)
N (-1.11328, 0.41840, -2.80304)
C (-2.43124, 0.58806, -3.07532)
C (-2.92075, 0.73390, -4.37480)
C (-1.99301, 0.68863, -5.42720)
C (-4.33050, 0.90392, -4.58582)
C (-5.18414, 0.92269, -3.54319)
C (-4.70487, 0.77288, -2.19764)
C (-5.55053, 0.82267, -1.07734)
C (-5.01674, 0.70150, 0.17801)
C (-3.64375, 0.50351, 0.31848)
N (-2.82664, 0.43435, -0.72427)
C (-3.34217, 0.59147, -1.97274)
H (0.07450, 0.43147, -5.93315)
H (0.77012, 0.16569, -3.58167)
H (-2.33634, 0.79789, -6.44802)
H (-4.69065, 1.01346, -5.59981)
H (-6.24643, 1.05237, -3.69882)
H (-6.61416, 0.96466, -1.21763)
H (-5.63366, 0.74993, 1.06307)
H (-3.19497, 0.39993, 1.29331)
F (-0.49278, 5.42933, -1.41348)
C (-0.63048, 4.60443, -0.37455)
F (-1.49633, 5.14799, 0.48810)
F (0.55778, 4.50809, 0.23725)
C (-1.16551, 3.22717, -0.85065)
O (-2.08689, 3.20436, -1.62832)
O (-0.50777, 2.23145, -0.34400)
Cl (-2.85594, -2.78891, 0.46677)
Si (-1.37764, -2.26357, -0.88274)
Cl (-2.26940, -2.58434, -2.73930)
Cl (0.02960, -3.75655, -0.79650)

Forces on atoms 1 to 6 (eV/Å):
0.47 0.52 0.17
-0.06 0.00 -0.09
-0.04 0.06 0.05
0.00 -0.03 0.06
-0.08 0.16 -0.15
0.00 -0.05 0.03

For reference, the Mulliken charges in units of e are: 1.21 -1.13 -1.12 -0.75 1.65 -0.52 -0.83 -0.74 -0.87 -1.13 0.82 -0.16 -0.78 -0.56 -0.71 -0.17 0.74 -0.47 -0.81 -0.51 -0.77 -0.39 0.67 0.53 0.26 0.49 0.11 0.13 0.28 0.48 0.50 0.24 0.54 0.24 0.62 0.25 0.42 0.43 0.40 0.43 0.34 0.31 0.43 0.39 0.41 0.31 -1.35 0.20 0.70 -0.20 1.17 -0.80 -1.10 -1.02 1.14 -0.78 -1.06 -0.32 1.09 -0.06 0.52 -0.16 0.49 0.44 0.46 0.47 0.49 0.51 -0.27 0.71 -0.27 -0.21 0.38 -0.52 -0.54 -0.30 0.62 -0.31 -0.30